The following is a quantum chemistry calculation of C25H24AsN6O8RuS3 as an isolated structure at a distorted geometry, from OMol25.

Output
energy relative to the best compared isomer or geometry (same formula, charge and spin): 262.9 kJ/mol
gap between HOMO and LUMO (alpha / beta): 5.7 / 5.7 eV
net charge: -1
HOMO level (alpha / beta): -4.087 / -4.082 eV
LUMO (alpha / beta): 1.6 / 1.6 eV

Last column: natural (NBO) charge in e.
Geometry (Å):
O  3.19532  -0.94415  1.64628  -1.043
H  -5.26102  0.83367  1.56544  0.217
C  0.97425  0.69062  -2.42778  0.079
C  -1.34880  1.31862  -0.45257  0.044
H  -4.76375  -1.54230  0.95418  0.220
H  -3.88957  -0.39416  -2.68324  0.199
C  -1.97861  0.66063  2.36058  -0.011
N  0.49516  -2.88059  -0.95307  -0.144
O  5.26423  -1.15890  0.38548  -0.986
N  0.19332  -4.03446  -0.37086  -0.417
C  0.72814  1.04235  -3.73738  -0.271
C  -4.27658  0.41810  1.70942  -0.223
O  1.73509  0.26550  3.53074  -1.014
Ru  1.03815  -1.16177  0.00766  0.903
H  6.31875  1.05142  0.00943  0.237
S  3.99895  -0.47196  0.51427  2.431
H  -3.40142  2.21993  2.49657  0.232
O  1.27351  0.78878  0.73821  -1.180
H  5.80706  4.42776  2.61560  0.204
H  2.17994  -0.52372  3.20536  0.511
C  -2.27092  2.11996  -1.08539  -0.204
C  5.42168  3.53050  2.14931  -0.222
O  3.23964  -0.45737  -0.74217  -0.961
H  -0.62584  -5.39859  4.06419  0.215
H  -1.11925  1.22485  2.71602  0.284
H  -0.60732  1.74237  0.21385  0.265
C  0.52903  -4.12470  0.87669  -0.082
C  0.27035  -2.79064  -2.26595  -0.072
H  -1.71254  -4.43646  3.02785  0.200
N  -5.21809  1.83171  -3.28313  -0.820
S  -0.00353  -5.54799  1.75259  0.229
O  -0.54196  -1.08318  2.03351  -0.533
H  -2.43661  -2.39335  1.23271  0.234
H  -5.86302  2.44500  -3.75259  0.401
H  1.30085  1.42332  -1.69826  0.240
C  0.19682  -1.24034  -4.20982  -0.251
C  4.46476  1.19428  1.01414  -0.344
C  5.72737  1.64835  0.68589  -0.183
H  3.49171  3.61658  3.13357  0.237
C  -3.23969  1.54218  -1.91607  -0.119
As  1.82400  1.37520  2.18349  2.475
O  -4.29019  3.63326  -2.31396  -0.603
C  -4.25700  2.43018  -2.51325  0.650
H  -0.04265  -3.67086  -2.80992  0.203
C  0.33668  0.04490  -4.64821  -0.177
C  -2.21346  -0.56338  -1.40544  0.051
S  1.51418  -2.91937  1.64475  -0.060
H  0.84021  2.06428  -4.05867  0.216
H  -0.08501  -2.04276  -4.87463  0.213
N  -1.30725  -0.00650  -0.60344  -0.443
H  -5.11127  0.89824  -3.63501  0.388
C  -3.99879  -0.89857  1.36215  -0.221
C  0.42946  -1.53401  -2.84349  0.156
C  6.20598  2.82046  1.24997  -0.220
C  -2.72770  -1.39202  1.52123  -0.023
H  -2.16376  -1.64014  -1.49982  0.202
N  0.81339  -0.54290  -1.98025  -0.410
C  -3.23898  1.19088  2.21878  -0.219
C  4.14781  3.08119  2.45563  -0.213
H  0.15433  0.30239  -5.68135  0.209
H  7.19406  3.17759  0.99490  0.204
C  -3.18272  0.15042  -2.07470  -0.245
C  -0.68057  -4.71225  3.22707  -0.732
H  -2.27405  3.18571  -0.92616  0.245
O  0.94544  2.65869  2.66384  -1.212
H  -0.07518  -3.82925  3.40281  0.266
N  -1.72087  -0.61379  1.98620  0.102
C  3.67838  1.90058  1.89625  -0.304

Forces on the atoms, in the same order (eV/Å):
1.055 0.657 -0.163
-0.099 0.043 0.019
0.095 0.532 -0.360
0.289 -0.212 0.106
-0.023 -0.064 -0.018
-0.069 -0.043 -0.059
0.270 0.170 0.257
0.496 1.706 -1.064
0.053 0.124 -0.206
-1.104 -1.379 -0.861
-0.102 -0.361 -0.476
0.238 -0.028 -0.045
0.098 0.142 -0.060
0.425 -1.188 -1.501
0.178 -0.011 -0.013
1.305 -0.726 1.005
0.045 0.108 0.034
-0.402 -0.692 -0.995
-0.006 0.060 -0.022
0.136 -0.521 0.113
-0.804 -0.044 -0.638
0.030 0.006 0.018
-1.074 -0.445 0.119
0.009 -0.085 0.098
0.005 -0.082 -0.049
0.134 -0.057 0.002
1.350 1.809 1.083
-0.029 -1.457 1.774
-0.079 0.042 0.103
0.049 -0.037 -0.009
-0.167 -0.267 0.197
0.082 -0.177 -0.036
0.139 0.080 0.078
0.068 -0.010 0.012
-0.019 -0.100 0.105
0.124 -0.525 0.752
0.060 -0.459 -0.134
0.146 0.061 -0.174
0.076 0.065 -0.052
1.127 -0.516 0.745
0.073 0.753 1.016
0.143 -0.307 0.070
-0.764 0.542 -0.476
-0.108 -0.014 -0.003
0.172 0.740 0.326
0.262 0.112 0.123
-0.680 -0.863 0.075
0.059 0.139 0.002
-0.049 -0.071 -0.061
-0.869 0.130 0.015
0.004 0.032 0.032
-0.101 0.289 0.189
0.526 1.891 -0.573
-0.046 0.024 -0.052
-0.113 -0.150 -0.041
0.010 -0.129 -0.040
-0.286 -0.240 -0.336
-0.349 -0.233 -0.021
-0.225 -0.075 0.139
-0.025 -0.013 -0.096
0.078 -0.004 -0.003
-0.289 0.635 -0.186
0.125 -0.160 -0.392
-0.020 0.121 0.010
-0.309 0.635 0.176
-0.007 0.047 0.152
-0.645 -0.013 0.248
-0.675 0.063 0.022

The following is a quantum chemistry calculation of C25H24B2BrF4FeN8O4Se as an isolated structure at a distorted geometry, from OMol25.

Output
energy relative to the best compared isomer or geometry (same formula, charge and spin): 257.1 kJ/mol
gap between HOMO and LUMO (alpha / beta): 4.5 / 4.4 eV
multiplicity: 2
HOMO level (alpha / beta): -6.612 / -6.560 eV
<S²>: 0.776
LUMO (alpha / beta): -2.1 / -2.1 eV

Last column: Löwdin spin population.
Geometry (Å):
H  -2.88357  1.27947  2.89384  0.000
H  0.86767  1.73706  6.09874  0.000
C  -1.87161  2.94449  0.06005  -0.001
O  3.00171  -0.74799  -1.55592  -0.005
C  0.51413  1.92193  0.75546  0.036
H  -1.53813  3.38634  -0.87693  0.000
Br  0.23241  -3.65147  4.98321  0.000
C  -0.83361  -1.70285  1.49626  0.004
H  2.37414  -3.44389  -3.67359  0.001
C  -2.31085  1.41704  4.95279  0.000
C  0.26819  2.87712  -3.42069  0.000
C  -1.00339  1.76426  0.40814  0.051
H  1.21127  3.81178  -0.02727  0.000
H  2.21554  3.09592  1.23923  0.002
C  -0.64716  2.51804  -4.40348  -0.001
H  2.72199  -4.23383  -2.13118  0.000
H  -2.89277  2.59595  -0.07703  -0.001
N  1.22231  0.92424  0.05151  -0.024
H  -1.05286  3.23029  -5.10532  0.000
C  2.61011  -3.27083  -2.62615  0.002
C  0.16830  -2.82560  -1.92541  -0.004
C  0.73833  1.93969  -2.52563  -0.003
H  -1.83770  3.69660  0.84263  0.000
C  -0.35484  -4.13305  -2.41687  -0.001
O  -1.89982  -2.00143  -1.33764  0.002
H  -1.26757  -4.39446  -1.88610  0.000
H  -1.74140  -1.39336  1.00616  0.003
H  1.33166  1.62533  3.66965  0.000
C  0.05592  1.62620  5.39345  0.001
N  1.78508  -1.28199  -1.45022  -0.005
N  -0.59178  -1.83604  -1.52916  0.007
N  -0.67459  -1.02930  -3.79343  0.003
C  -2.07290  1.37365  3.60196  0.001
H  2.40899  -2.80289  3.11777  0.000
C  -0.39449  0.23464  -3.55238  0.000
H  -1.87610  -2.51999  3.16791  0.000
H  -1.46111  1.60229  6.91598  0.000
N  0.32142  -1.43850  0.87234  0.001
H  0.67320  3.87344  1.66270  0.000
O  -2.11888  0.52304  -1.25298  0.183
N  0.35982  0.64747  -2.52874  0.000
F  -3.39533  -0.74544  -2.65208  0.000
H  0.38111  -4.92171  -2.29346  0.000
F  -3.71788  -0.96549  -0.41177  0.004
H  -3.32772  1.35759  5.31849  0.000
Fe  0.31878  -0.39735  -0.83002  0.164
Se  -1.88813  -1.11637  -5.09773  0.002
N  -1.16466  0.56864  -0.30450  0.510
C  0.32194  1.57750  4.04856  0.003
C  -1.25847  1.55617  5.85731  0.000
C  -1.00391  1.17348  -4.48927  0.000
C  -0.47602  1.51550  1.76416  0.047
H  1.47603  2.18726  -1.78119  0.000
H  3.54802  -2.72443  -2.56193  0.000
B  -2.80164  -0.79602  -1.41943  0.012
C  1.19062  3.27254  0.91717  0.007
H  -0.60520  -4.03954  -3.47523  0.000
F  3.92895  1.35820  -1.28874  0.000
C  -0.91350  -2.34346  2.71373  0.001
C  -0.74358  1.48310  3.10807  0.007
C  1.54398  -2.45386  -1.97677  0.007
B  3.49030  0.27749  -0.57448  -0.001
O  2.49044  0.72266  0.44879  -0.013
H  2.38035  -1.61924  0.97429  0.000
F  4.50691  -0.29724  0.14296  0.000
C  1.47334  -2.49723  2.68089  0.000
N  -1.84545  0.62755  -5.35323  -0.001
C  1.44904  -1.84146  1.46847  -0.001
H  0.61770  3.89414  -3.35121  0.000
C  0.26693  -2.75181  3.32445  0.000

Forces on the atoms, in the same order (eV/Å):
-0.082 -0.041 -0.057
0.042 -0.052 0.036
0.162 -0.079 -0.035
0.132 -0.240 -0.222
-0.688 2.241 0.902
-0.046 0.081 -0.116
0.004 0.106 -0.137
-0.046 0.024 0.041
-0.044 -0.081 -0.119
-0.023 0.152 0.358
-1.051 0.528 -1.801
0.435 0.602 0.779
0.117 0.179 -0.119
0.042 0.101 0.048
0.797 0.957 0.747
-0.013 -0.098 0.003
-0.074 0.053 0.067
0.694 -0.733 0.830
-0.058 0.114 0.015
0.032 0.199 0.098
-2.154 0.272 0.548
-0.067 -2.347 0.357
-0.005 0.040 0.052
-0.094 0.268 0.248
-0.127 -0.497 -0.364
-0.008 -0.014 0.012
-0.065 0.063 -0.083
0.144 0.036 0.002
-0.221 -0.013 0.355
0.612 -1.644 -0.732
0.657 -1.855 0.076
-0.533 -0.402 -0.830
0.539 0.001 -0.447
0.129 0.008 0.010
-1.214 0.012 -1.798
-0.035 -0.010 0.015
-0.013 0.003 0.098
-0.061 -0.235 0.520
-0.005 -0.007 -0.008
-0.394 0.751 0.515
0.882 1.799 0.615
-0.324 0.099 -0.482
0.033 -0.076 -0.042
-0.273 -0.092 0.456
-0.007 -0.017 0.012
0.626 0.763 1.668
1.277 1.212 0.719
-1.212 -0.991 -1.518
-0.426 0.042 -0.581
0.086 -0.064 -0.192
-0.194 -1.421 0.339
0.875 -0.037 -2.460
-0.075 0.197 0.219
0.009 -0.100 -0.026
0.206 -0.151 0.172
-0.102 -0.277 -0.441
0.022 -0.041 -0.122
-0.077 0.550 -0.410
0.300 -0.238 0.342
-0.001 -0.824 1.670
1.792 0.968 0.114
0.101 -0.430 -0.018
-0.648 0.443 0.487
0.061 0.020 -0.100
0.279 -0.221 0.388
-0.409 -0.210 0.461
-0.347 0.325 -0.664
0.063 0.039 -0.111
0.040 0.113 0.031
0.028 0.180 -0.387

The following is a quantum chemistry calculation of a 5-piece molecular cluster, C25H24B3NO24P2S2 overall at a distorted geometry, from OMol25.

Output
gap between HOMO and LUMO: 6.9 eV
HOMO level: -9.110 eV
LUMO: -2.2 eV

Last column: Löwdin charge in e.
Geometry (Å):
O  2.70992  -6.75811  6.92856  0.080
O  -3.26070  3.66180  -4.71872  0.077
C  -2.43947  0.13586  -5.51696  -0.191
O  -1.96626  -3.20586  2.32936  -0.282
O  -1.24688  -5.38933  9.12696  0.105
P  -2.19194  0.53184  1.36230  0.937
H  -4.73522  4.57961  -3.39011  0.119
C  4.37287  2.67388  -4.27935  -0.301
O  5.00685  3.51957  -4.90055  0.112
P  -0.57780  -3.28205  3.43502  0.402
H  -2.85457  1.96622  -4.53468  0.085
O  3.94310  1.10958  3.36461  -0.392
H  3.53542  -7.18392  7.24716  0.116
H  0.65784  0.65760  -3.31325  0.079
C  -3.95032  5.90086  -4.50189  -0.201
H  6.68009  2.68736  -3.76501  0.118
C  -1.20416  -0.77759  -3.10919  -0.229
O  -0.61360  -1.13596  -1.91127  0.059
H  -3.90597  1.99157  1.85269  0.054
H  -2.89076  -0.27225  -7.31351  0.117
C  -2.42627  0.97341  -4.47818  0.088
C  2.92636  2.48188  -4.46737  0.085
O  -0.34397  -6.14824  11.60530  0.078
H  3.79842  -0.43128  0.44315  0.088
O  2.31632  -0.11772  -2.11769  0.095
H  -1.65007  4.37298  -6.66037  0.140
B  -1.17253  0.42553  3.00179  -0.495
C  2.26278  1.56324  -3.76281  -0.189
O  3.57621  -7.59831  9.39388  0.104
C  -2.10034  6.44205  -6.60958  -0.203
C  4.40703  0.88044  -2.59250  0.079
H  -1.17207  -5.72788  11.28585  0.116
O  0.00698  1.31763  3.27369  0.120
O  -4.83334  5.55081  -3.49697  0.085
O  -1.40480  1.81141  0.45552  -0.341
O  0.77814  -3.83897  2.49218  -0.270
O  6.43533  1.96524  -3.14620  0.086
C  2.46810  -7.07536  9.35359  -0.307
O  -1.80572  1.31672  -2.22210  0.083
C  1.91974  -6.60187  8.05254  -0.206
H  -4.40928  7.96846  -4.45940  0.140
H  2.06197  -7.22018  11.49958  0.137
C  5.07143  1.79667  -3.29947  -0.201
B  1.14864  0.35628  3.45260  -0.366
H  2.43425  3.11384  -5.19551  0.138
C  3.03243  -0.68792  1.29782  -0.145
O  -1.89192  -1.98148  -6.38474  0.115
H  -1.21272  1.51200  -0.50047  0.017
H  4.90184  0.23770  -1.87531  0.131
O  -2.74492  8.68988  -6.35135  0.113
B  -0.25676  -1.48123  3.99971  -0.473
S  2.71464  0.79567  2.45314  0.817
H  0.50862  -3.77147  1.51525  0.088
C  -0.12460  -5.88187  9.17218  -0.302
H  -1.33143  7.76004  -7.73643  0.119
O  -1.45311  -0.57124  4.09522  0.089
H  -4.02369  0.60618  2.76767  0.054
H  1.98748  -0.99216  0.86319  0.078
C  2.95650  0.70534  -2.76337  -0.291
O  1.04917  -0.87102  4.31688  0.147
O  -1.23778  6.78785  -7.63360  0.085
H  3.39488  -1.57380  1.99187  0.100
C  -1.84795  -1.22729  -5.41919  -0.296
H  -1.61733  -3.14975  1.39178  0.065
N  -3.88516  0.93724  1.76762  -0.217
C  -2.88926  7.53223  -5.97299  -0.302
C  -1.82001  0.57477  -3.19856  -0.291
O  -3.00517  0.50448  -6.72370  0.087
C  -1.22032  -1.61656  -4.14674  0.091
O  0.90379  1.37566  -3.93647  0.081
C  -3.82890  7.16832  -4.90129  0.082
S  -1.11785  -4.49858  4.86992  0.360
H  0.29700  -5.70060  7.03184  0.073
C  0.43462  -6.32994  10.47703  -0.209
O  2.48512  2.07068  1.55218  -0.398
H  -0.73333  -0.36143  -1.31943  0.079
C  -3.14104  4.81414  -5.11973  -0.270
H  -0.77841  -2.60336  -4.09493  0.142
C  -2.21907  5.17506  -6.20799  0.086
C  0.70880  -6.04711  7.97134  0.074
C  1.64409  -6.88787  10.55794  0.076

Forces on the atoms, in the same order (eV/Å):
-0.447 -0.142 1.901
-0.411 1.481 -0.087
-0.756 0.804 -1.242
3.688 0.164 0.157
0.779 -0.390 0.368
0.953 0.355 -1.725
-0.055 0.415 0.008
-0.095 0.829 -0.785
-0.244 -0.762 0.610
-1.431 -3.031 -1.560
0.210 -0.481 0.017
-4.087 -2.203 -2.127
-0.346 0.170 -0.121
0.357 0.317 -0.240
-1.319 0.041 1.390
-0.087 -0.269 0.262
0.724 -1.077 1.212
-0.910 1.110 -1.090
-0.151 -1.290 -0.076
-0.060 0.320 0.234
0.083 -0.115 0.674
0.247 0.117 -0.059
0.441 0.080 -1.908
-1.672 -0.202 1.982
0.142 0.592 -0.526
-0.029 0.037 0.023
0.746 1.486 3.267
-1.595 0.220 -0.608
-0.721 0.399 -0.321
1.367 -0.019 -1.503
-0.445 -0.196 0.066
0.336 -0.176 0.112
1.357 -5.281 -0.681
1.404 -0.325 -1.419
-1.047 -1.948 0.553
-3.000 1.472 -0.705
-1.925 0.325 -0.759
0.658 -0.401 0.695
0.241 -0.501 -0.335
0.616 0.032 -1.732
0.048 -0.053 -0.025
-0.022 0.011 -0.058
1.942 -0.153 0.596
-3.141 0.388 2.119
0.033 -0.021 0.047
-0.435 -1.116 0.575
-0.056 0.726 0.639
-0.959 0.561 1.923
-0.011 0.063 -0.058
0.096 -1.029 0.075
-0.463 3.762 1.616
5.012 5.651 -1.986
0.767 -0.252 1.911
-0.686 0.442 -0.781
0.048 -0.373 0.042
3.379 -0.685 -3.386
0.102 0.376 -1.467
1.984 0.736 0.601
0.309 -0.647 0.748
-2.104 1.399 -3.764
-1.423 0.249 1.521
-0.584 1.886 -1.456
0.199 -0.862 -0.584
-0.808 0.122 1.302
1.281 1.357 1.286
-0.416 1.141 0.208
-0.568 0.650 -0.420
0.935 -1.195 1.289
-0.023 -0.059 -0.200
1.693 -0.320 0.723
0.167 0.228 -0.225
0.790 1.380 -0.978
0.036 -0.007 0.048
-0.607 0.011 1.797
-0.312 -4.871 2.626
0.044 -0.499 -0.162
0.492 -0.585 -0.403
-0.033 0.043 0.002
-0.214 -0.384 0.333
-0.324 0.092 0.175
0.309 -0.120 -0.174

Computed values of molar mass (unit: u) for the preceding records, in sequence: 808.69; 812.84; 880.97.